No. 1
C24H27BCoN2O5 | wB97M-V/def2-TZVPD

XYZ file:
```
60
Properties=species:S:1:pos:R:3:nbo_charge:R:1
Co 1.71 -0.78 -0.07 0.66
C 4.93 0.36 -2.60 -0.68
C 4.27 -0.26 -1.38 0.49
O 3.23 0.33 -0.96 -0.74
C 4.88 -1.37 -0.82 -0.53
C 4.42 -2.02 0.36 0.27
C 5.34 -2.98 1.07 -0.66
N 3.24 -1.77 0.84 -0.40
N 2.93 -2.32 2.07 -0.47
C 1.82 -1.79 2.51 0.50
O 1.11 -0.91 1.88 -0.79
C 1.33 -2.25 3.84 0.02
C 0.14 -1.73 4.34 -0.22
C -0.34 -2.13 5.58 -0.23
C 0.37 -3.05 6.34 -0.25
C 1.56 -3.57 5.84 -0.24
C 2.04 -3.17 4.61 -0.22
H 4.26 1.11 -3.02 0.21
H 5.12 -0.41 -3.36 0.20
H 5.88 0.82 -2.34 0.19
H 5.79 -1.74 -1.28 0.17
H 6.27 -3.09 0.52 0.19
H 4.85 -3.96 1.17 0.22
H 5.55 -2.63 2.08 0.22
H -0.40 -1.02 3.73 0.24
H -1.27 -1.73 5.95 0.19
H 0.00 -3.37 7.31 0.19
H 2.12 -4.29 6.43 0.19
H 2.97 -3.57 4.21 0.23
C -5.76 3.63 -1.56 -0.59
C -4.37 3.94 -2.14 -0.07
C -4.52 4.32 -3.62 -0.59
C -3.82 5.16 -1.40 -0.60
C -3.46 2.71 -2.01 -0.05
C -3.85 1.51 -2.63 -0.25
C -3.08 0.36 -2.56 -0.28
C -1.89 0.42 -1.86 0.30
O -0.95 -0.54 -1.63 -0.68
B 0.07 0.05 -0.85 0.65
O -0.30 1.39 -0.62 -0.67
C -1.50 1.60 -1.24 0.24
C -2.26 2.75 -1.31 -0.27
H -6.41 4.50 -1.65 0.18
H -5.68 3.36 -0.50 0.21
H -6.24 2.80 -2.08 0.21
H -5.18 5.19 -3.72 0.18
H -4.95 3.51 -4.21 0.21
H -3.55 4.57 -4.06 0.21
H -4.50 5.99 -1.52 0.19
H -2.84 5.46 -1.79 0.21
H -3.71 4.96 -0.33 0.21
H -4.78 1.48 -3.18 0.18
H -3.39 -0.56 -3.04 0.21
H -1.91 3.64 -0.81 0.21
C 0.54 -3.35 -0.42 -0.77
C 1.34 -2.28 -1.15 0.38
O 1.77 -2.47 -2.26 -0.70
H 0.45 -4.24 -1.05 0.17
H -0.44 -2.96 -0.17 0.22
H 1.04 -3.60 0.52 0.22
```

- multiplicity = 2
- charge = -2
- energy relative to the best compared isomer or geometry (same formula, charge and spin) (kcal/mol) = 6.1
- gap between HOMO and LUMO (spin up / spin down) (eV) = 3.22 / 3.93


No. 2
C2H6N | wB97M-V/def2-TZVPD

XYZ file:
```
9
Properties=species:S:1:pos:R:3:nbo_charge:R:1
C -1.24 -0.07 -0.01 -0.58
C 1.24 0.02 0.07 -0.57
N 0.01 -0.63 0.43 0.28
H -1.41 0.95 0.34 0.33
H -1.31 -0.07 -1.13 0.34
H -2.07 -0.76 0.40 0.28
H 2.04 -0.56 0.48 0.26
H 1.45 0.10 -1.04 0.34
H 1.30 1.02 0.45 0.32
```

- multiplicity = 1
- charge = +1
- energy relative to the best compared isomer or geometry (same formula, charge and spin) (kcal/mol) = 90.9
- gap between HOMO and LUMO (eV) = 8.28


No. 3
C5H6O | wB97M-V/def2-TZVPD

XYZ file:
```
12
Properties=species:S:1:pos:R:3:nbo_charge:R:1
O 1.28 -0.05 -2.41 -0.52
C 1.69 -0.42 -1.34 0.45
C 0.86 -0.52 -0.09 -0.53
C -0.56 -0.10 -0.28 -0.35
C -1.28 0.23 0.75 0.05
C -1.92 0.97 1.59 -0.51
H 2.74 -0.74 -1.21 0.10
H 1.36 0.03 0.72 0.24
H 0.86 -1.57 0.22 0.24
H -1.43 1.98 0.71 0.32
H -1.08 -0.42 -1.17 0.24
H -2.50 0.62 2.52 0.27
```

- multiplicity = 1
- charge = 0
- energy relative to the best compared isomer or geometry (same formula, charge and spin) (kcal/mol) = 99.6
- gap between HOMO and LUMO (eV) = 9.45


No. 4
CH5N3OS | wB97M-V/def2-TZVPD

XYZ file:
```
11
Properties=species:S:1:pos:R:3:nbo_charge:R:1
N -0.23 1.88 0.33 -0.67
N 0.65 1.08 -0.43 -0.48
C 0.47 -0.30 -0.55 0.76
O 1.13 -0.95 -1.31 -0.60
N -0.57 -0.79 0.24 -0.82
S -0.98 -2.39 -0.03 0.19
H -1.20 1.61 0.26 0.36
H -0.01 1.93 1.36 0.35
H 1.11 1.60 -1.16 0.40
H -0.53 -0.53 1.22 0.40
H 0.17 -3.13 0.07 0.11
```

- multiplicity = 1
- charge = 0
- SMILES = NNC(=O)NS
- energy relative to the best compared isomer or geometry (same formula, charge and spin) (kcal/mol) = 5.5
- gap between HOMO and LUMO (eV) = 9.93


No. 5
C9H32O7 | wB97M-V/def2-TZVPD

XYZ file:
```
48
Properties=species:S:1:pos:R:3:nbo_charge:R:1
C 3.36 0.21 -1.82 -0.63
C 2.09 0.15 -2.67 0.09
C 2.26 -0.78 -3.86 -0.63
O 1.01 -0.28 -1.83 -0.75
H 4.04 -0.62 -1.97 0.21
H 3.10 0.29 -0.76 0.22
H 3.86 1.17 -1.96 0.22
H 1.87 1.17 -2.99 0.17
H 1.29 -0.91 -4.36 0.20
H 2.73 -1.71 -3.57 0.21
H 2.86 -0.26 -4.61 0.22
H 0.23 -0.42 -2.38 0.47
C 0.97 2.44 0.58 -0.64
C 1.33 3.70 -0.20 0.10
C 2.80 3.90 -0.44 -0.62
O 0.68 3.69 -1.48 -0.74
H 1.35 2.44 1.61 0.21
H 1.52 1.61 0.11 0.21
H -0.09 2.25 0.65 0.20
H 0.94 4.55 0.39 0.15
H 2.97 4.82 -1.00 0.22
H 3.15 3.12 -1.13 0.20
H 3.39 3.88 0.47 0.21
H -0.22 3.39 -1.32 0.49
C -2.04 -1.83 3.67 -0.63
C -1.25 -3.06 3.27 0.10
C -1.45 -4.21 4.24 -0.62
O -1.69 -3.55 2.00 -0.75
H -1.61 -1.29 4.51 0.21
H -3.06 -2.08 4.00 0.20
H -2.17 -1.17 2.82 0.21
H -0.19 -2.81 3.15 0.16
H -1.13 -3.88 5.24 0.20
H -0.87 -5.07 3.91 0.22
H -2.50 -4.44 4.36 0.21
H -1.53 -2.89 1.31 0.48
O -3.44 0.08 0.31 -0.99
H -3.63 -0.27 -0.58 0.51
H -4.21 0.62 0.54 0.49
O -2.05 2.42 -1.56 -0.95
H -1.79 1.98 -2.38 0.48
H -2.20 1.70 -0.93 0.48
O -0.92 -1.14 0.30 -1.00
H -0.14 -0.57 0.31 0.51
H -1.68 -0.56 0.50 0.50
O -2.75 -1.72 -1.81 -0.98
H -1.94 -1.63 -1.26 0.50
H -3.25 -2.44 -1.41 0.48
```

- multiplicity = 1
- charge = 0
- SMILES = CC(C)O.CC(C)O.CC(C)O.O.O.O.O
- energy relative to the best compared isomer or geometry (same formula, charge and spin) (kcal/mol) = 6.2
- gap between HOMO and LUMO (eV) = 10.07


No. 6
C2H3N2O2S | wB97M-V/def2-TZVPD

XYZ file:
```
10
Properties=species:S:1:pos:R:3:nbo_charge:R:1
C -0.74 0.49 0.23 0.05
C 0.42 -0.44 0.51 0.23
N -1.89 0.14 -0.21 -0.63
N 0.34 -0.08 -2.40 -0.09
O 1.06 -0.15 -1.42 -0.36
O 1.33 0.26 1.20 -0.72
S 0.31 -2.18 0.55 -0.44
H -0.23 1.46 0.35 0.15
H -2.65 0.87 -0.27 0.33
H 2.05 -0.36 1.47 0.49
```

- multiplicity = 1
- charge = -1
- energy relative to the best compared isomer or geometry (same formula, charge and spin) (kcal/mol) = 92.3
- gap between HOMO and LUMO (spin up / spin down) (eV) = 5.76 / 6.05